Below is 2 unconnected molecules or ions with the total composition C11H23N2O4, with properties calculated with ωB97M-V with the def2-TZVPD basis set.

- HOMO (Ha) = -0.4224
- HOMO-LUMO gap (eV) = 8.66
- ΔE to the lowest compared entry with this formula, charge and spin (kJ/mol) = 0.00

Geometry as ORCA input:
```
! wB97M-V def2-TZVPD RIJCOSX def2/J DEFGRID3
* xyz 1 1
O 5.08810 -1.89017 1.24219
O 0.40380 -5.14592 1.24366
O -1.67507 1.80874 0.74938
O 4.15790 -2.64070 3.07676
N -1.20809 2.51038 -2.15147
N 1.29695 -3.64095 2.76037
C -0.94101 2.04697 -3.55017
C -2.75185 1.91647 -0.16980
C -1.65945 3.93217 -2.18561
C -2.28250 1.60575 -1.57469
C 0.38892 -4.12048 1.77858
C -0.59975 -2.99702 1.43837
C 1.60104 -2.27636 2.30142
C 0.08199 2.41627 -1.38402
C 2.71183 -2.41974 1.26796
C 0.23136 -1.75331 1.79501
C 4.04585 -2.34974 1.97356
H 5.77396 -2.56604 1.18182
H -1.43961 -3.10018 2.11420
H -3.20089 2.91210 -0.11008
H -0.99679 -3.05263 0.43586
H 0.99044 -3.67445 3.72243
H -0.58776 1.01967 -3.51254
H -1.97340 2.14302 1.60423
H 0.22296 -0.95013 1.07289
H 2.66770 -1.67291 0.48512
H -0.89116 4.52305 -2.67786
H -0.00562 2.97438 -0.46222
H -1.86440 2.11134 -4.12085
H 1.90012 -1.59203 3.07321
H -3.52317 1.18773 0.09418
H -3.12936 1.67627 -2.25630
H -0.18326 2.69066 -3.98814
H -1.87195 0.59723 -1.61850
H 2.69625 -3.38408 0.77223
H -1.79692 4.28715 -1.16921
H -0.25020 -1.35389 2.67919
H 0.30232 1.37050 -1.19521
H -2.59355 3.98829 -2.74013
H 0.86424 2.86262 -1.99583
*
```